113
Properties=species:S:1:pos:R:3:forces:R:3 method="wB97M-V/def2-TZVPD" total_charge=+1 e_above_lowest_kj_mol=122.5 homo_energy_ev=-10.2 orbital_gap_ev=6.6 energy_ev=-129028.8410
Bi -0.2005 -0.8532 1.3577 -0.77 0.83 0.64
S 0.8262 -1.1407 3.9065 0.81 0.40 -0.98
C 2.4130 -0.9652 3.1053 0.28 0.79 0.06
N 2.5524 -0.7570 1.8080 -0.48 -1.19 1.19
C 3.8959 -0.8273 1.4263 0.35 0.97 0.49
C 4.3450 -0.5506 0.1269 -0.03 -0.60 0.17
C 5.7168 -0.5286 -0.0912 0.18 0.14 -0.53
C 6.6168 -0.6526 0.9827 0.68 -0.30 0.18
C 6.1931 -0.9365 2.2832 -0.49 0.49 -0.70
C 4.8094 -0.9836 2.5222 0.18 0.47 -1.86
S 3.9833 -0.9511 4.0094 -1.81 -0.77 -0.04
H 3.6020 -0.4050 -0.6724 0.51 -0.14 0.37
H 6.1100 -0.4337 -1.1258 -0.32 0.18 0.91
H 7.7082 -0.5171 0.8181 -0.96 -0.32 -0.03
H 6.9220 -1.0550 3.0714 -0.06 0.07 0.12
C -1.8235 4.3176 -3.8840 -0.77 0.05 0.77
C -0.4473 3.8220 -3.3521 0.10 0.31 -1.67
C 0.6442 4.5999 -4.2124 -0.47 -0.46 0.11
C -0.3293 2.3098 -3.6562 0.05 0.81 0.76
C -0.4257 1.8597 -4.9724 0.24 -0.05 0.17
C -0.1734 0.5339 -5.2780 -0.29 -0.11 -0.10
C 0.0224 -0.3700 -4.2752 0.55 0.24 0.85
C 0.0922 0.0300 -2.9270 -0.01 1.08 -0.25
P 0.3024 -1.2978 -1.7514 -0.66 -0.94 0.44
C 1.7283 -2.3287 -2.2250 0.51 0.71 0.73
C 2.6976 -1.8067 -3.0829 0.39 -0.34 -0.14
C 3.8512 -2.5626 -3.3337 0.33 -0.42 -0.05
C 4.0966 -3.7940 -2.6639 -1.27 0.88 -0.61
C 3.1387 -4.2540 -1.7507 -0.39 0.18 0.44
C 1.9760 -3.5036 -1.4864 0.82 0.36 -1.06
C -1.1420 -2.3103 -2.3022 0.21 1.39 0.74
C -1.0518 -3.6176 -2.7032 -1.35 -0.71 -0.10
C -2.2765 -4.3169 -2.8039 0.16 -0.11 -0.35
C -3.5059 -3.6646 -2.6671 0.22 -0.28 0.06
C -3.5734 -2.3006 -2.3526 0.30 0.11 0.19
C -2.3681 -1.6283 -2.1478 -0.09 -0.63 0.35
C -0.1179 1.4001 -2.6026 -0.37 -0.33 -0.74
O -0.2943 1.7914 -1.2729 0.61 0.10 -0.20
C -0.2077 3.1459 -0.9166 0.10 0.22 0.41
C -0.0729 3.4534 0.4772 0.45 0.36 -1.32
C 0.0585 4.8019 0.8508 -0.83 -0.20 -0.41
C -0.0442 5.7841 -0.1066 -0.09 0.63 0.11
C -0.1758 5.4935 -1.4560 -0.05 -0.25 0.12
C -0.2669 4.1619 -1.8957 0.09 -0.35 0.78
P -0.0142 2.2877 1.8373 0.24 -0.63 0.46
C 1.4991 2.7561 2.7668 0.36 -0.18 -0.21
C 1.6533 2.9022 4.1524 0.47 0.40 0.19
C 2.9366 2.8422 4.7455 -0.18 -0.26 0.48
C 4.0959 2.6779 3.9707 -1.20 -0.10 -0.10
C 3.9177 2.6290 2.5853 0.43 -0.25 -0.07
C 2.6528 2.6873 1.9936 0.93 -0.24 -0.37
C -1.3835 2.8041 2.8674 -1.18 -0.74 -0.16
C -1.4107 2.2842 4.1741 0.19 0.26 -0.40
C -2.4987 2.5175 4.9942 -0.24 -0.75 1.23
C -3.6480 3.0932 4.4751 0.12 0.19 -0.20
C -3.6658 3.4680 3.1314 -1.28 0.43 -0.61
C -2.5626 3.3584 2.3002 1.00 -0.30 0.78
H -1.9307 4.1125 -4.9691 0.00 0.18 0.72
H -1.9089 5.4000 -3.6976 0.11 -0.26 -0.33
H -2.6978 3.8805 -3.3183 0.97 0.09 -0.65
H 0.5573 4.3004 -5.2690 0.05 0.12 0.40
H 1.6654 4.3968 -3.8800 -0.14 -0.14 0.06
H 0.4942 5.6852 -4.1686 -0.10 -0.26 0.08
H -0.7349 2.5211 -5.7781 0.35 0.10 0.24
H -0.1388 0.1277 -6.2698 -0.30 0.32 -0.53
H 0.1453 -1.4089 -4.5498 0.08 -0.09 0.22
H 2.5575 -0.8052 -3.5332 0.11 -0.87 0.10
H 4.5424 -2.1996 -4.1125 -0.20 -0.24 0.65
H 4.9427 -4.4161 -2.9320 0.04 0.21 0.14
H 3.2687 -5.2012 -1.2097 0.11 0.46 -0.30
H 1.2625 -3.7965 -0.7332 -0.12 -0.34 0.10
H -0.1017 -4.0683 -2.9711 -0.16 -0.14 0.36
H -2.2778 -5.3967 -3.0011 0.05 0.52 -0.14
H -4.4136 -4.2516 -2.8145 0.19 0.24 0.14
H -4.5409 -1.7979 -2.2020 0.56 -0.25 -0.19
H -2.3255 -0.5939 -1.7953 -0.29 -0.21 -0.18
H 0.0746 5.1688 1.8782 0.22 -0.69 -0.07
H -0.0993 6.8055 0.2719 0.27 -0.11 -0.47
H -0.2165 6.3473 -2.1355 -0.10 -0.50 -0.06
H 0.7872 3.1848 4.7533 0.38 -0.52 0.02
H 3.0178 2.8046 5.8577 -0.15 0.41 -1.04
H 5.0779 2.5563 4.4357 -0.38 0.09 -0.23
H 4.7878 2.4174 1.9613 -0.21 0.36 0.00
H 2.6055 2.6601 0.8893 -0.10 -0.20 0.66
H -0.5726 1.6821 4.5251 -0.26 0.20 0.03
H -2.4846 2.1422 6.0503 -0.01 0.44 -1.13
H -4.5291 3.2350 5.1029 0.25 -0.07 -0.25
H -4.6167 3.8242 2.6844 0.73 -0.11 0.43
H -2.5792 3.6735 1.2507 -0.12 -0.14 0.51
F -7.8771 -1.6299 1.0148 1.37 0.46 -0.17
C -6.5476 -1.3195 1.0384 -0.29 -0.28 0.50
C -6.0301 -0.1504 0.4912 -1.44 0.70 -0.05
F -6.9038 0.7529 -0.0510 0.91 -0.85 0.21
C -4.6996 0.1926 0.6322 1.20 -0.58 0.32
F -4.2664 1.3606 0.1188 -0.06 -0.26 0.00
C -3.7617 -0.6516 1.3134 -1.47 -0.14 -0.10
O -2.4885 -0.3734 1.4114 1.49 0.14 -0.02
C -4.3579 -1.7767 1.9457 0.99 1.08 -0.59
F -3.5844 -2.5201 2.7436 0.24 -0.37 0.05
C -5.6748 -2.1060 1.7940 -1.14 -0.25 0.03
F -6.1518 -3.1644 2.4657 0.03 0.13 -0.24
N -0.0538 -8.8954 1.1335 -0.47 5.26 0.51
C -0.1550 -7.7087 1.2568 0.84 -6.49 -0.54
C -0.2652 -6.3160 1.4086 -0.30 1.25 0.20
C 0.6450 -5.5759 2.1604 0.18 -0.53 -0.07
C 0.4537 -4.1990 2.2243 0.57 0.15 0.22
N -0.5488 -3.5458 1.6192 -0.96 -1.10 -0.39
C -1.5084 -4.3119 0.9844 1.09 0.23 0.34
C -1.3704 -5.6854 0.8298 -0.35 -0.10 -0.12
H 1.4839 -6.1064 2.6559 -0.65 0.72 -0.31
H 1.1629 -3.6048 2.8214 -0.44 -0.11 -0.46
H -2.3978 -3.8254 0.6061 0.19 0.33 -0.10
H -2.0978 -6.3292 0.2894 0.44 0.90 0.44

=====

119
Properties=species:S:1:pos:R:3:forces:R:3 method="wB97M-V/def2-TZVPD" total_charge=-1 e_above_lowest_kj_mol=58.3 homo_energy_ev="-3.9 / -3.9" orbital_gap_ev="5.4 / 5.4" energy_ev=-286092.2052
Bi 10.3278 16.4098 15.7944 -0.18 0.03 0.48
C 13.4957 9.8819 23.0182 0.96 0.41 -0.02
O 12.5841 9.9274 21.9574 -0.57 0.22 -0.23
C 12.5015 11.0217 21.1008 -0.26 -1.19 0.94
C 13.4643 11.9927 21.0209 0.26 0.31 -0.05
C 13.3281 12.9796 20.0625 -0.67 -0.01 -0.86
C 12.2193 12.9826 19.2071 0.33 1.16 -0.22
C 11.2614 12.0072 19.3372 -0.84 -0.28 0.35
C 11.3702 11.0289 20.3002 0.52 -0.53 0.01
C 11.9488 14.0962 18.2181 0.04 0.33 1.61
C 11.5159 15.3495 18.8161 0.38 -1.60 0.36
C 11.2892 15.5188 20.2598 -0.05 0.57 -0.17
C 10.8236 16.7905 20.4265 0.46 -1.17 -2.01
C 10.7409 17.3723 19.0870 0.88 -1.70 0.81
N 11.2221 16.4396 18.1546 -0.60 1.01 -0.42
C 10.3029 18.6057 18.8394 -0.12 1.71 -1.36
C 10.2226 19.3123 17.5829 -0.08 -0.82 0.19
C 9.8249 20.6503 17.5030 0.03 -0.16 -0.63
C 9.7161 20.9465 16.1375 0.57 -1.71 0.46
C 10.0457 19.7288 15.4387 -1.03 2.78 0.22
C 10.0812 19.6708 13.9485 0.24 -0.69 -0.57
C 9.3103 20.9154 13.3763 0.91 -1.18 0.60
C 9.9986 22.0042 12.9112 1.63 -0.21 -0.78
C 9.3942 23.0855 12.3241 -1.38 0.67 -0.22
C 7.9901 23.0759 12.1944 0.91 0.67 -0.17
O 7.2862 24.1414 11.6703 -0.22 -0.56 0.60
C 8.0225 25.2086 11.1484 1.95 -0.65 -0.29
C 7.2765 21.9663 12.6148 -0.44 -0.48 0.53
C 7.9286 20.9121 13.2637 -0.13 0.65 0.00
C 10.5732 17.3673 12.8077 -1.13 0.33 1.42
N 11.0784 16.4618 13.7244 0.33 0.47 -1.52
C 11.9715 15.6866 12.9965 0.30 -0.10 -0.06
C 12.5522 14.4499 13.4601 -0.44 0.62 -1.99
C 12.9133 13.4850 12.4008 0.24 -0.79 -0.82
C 11.9238 12.9340 11.5645 0.56 -0.37 0.10
C 12.1400 11.8076 10.7922 -0.02 -0.29 -0.48
C 13.4014 11.1952 10.7673 0.51 0.05 0.13
O 13.6105 10.0833 9.9723 -0.85 0.38 0.33
C 14.9371 9.7630 9.6498 0.29 -1.03 0.69
C 14.4079 11.7478 11.5403 0.95 0.53 0.39
C 14.1675 12.9181 12.3006 -0.37 -1.00 -0.37
C 12.4909 13.9543 14.6864 -0.20 -0.25 1.53
C 12.8848 12.6217 15.0843 0.28 -0.87 0.98
C 12.6720 12.5351 16.4187 0.07 -0.25 -0.05
C 12.1322 13.8220 16.8975 0.74 -0.53 -1.25
N 11.9946 14.6136 15.7983 -0.76 1.53 0.41
C 12.0266 16.1364 11.6763 0.72 -1.05 0.15
C 11.1216 17.2017 11.5592 -0.16 0.21 -0.48
N 10.3776 18.7752 16.2859 0.36 -1.09 1.28
C 9.9311 19.4348 20.0102 -0.63 -0.82 -0.39
C 8.5787 19.5732 20.3502 0.23 0.07 -0.13
C 8.2552 20.3911 21.4174 -0.21 0.08 0.56
C 9.2906 21.0184 22.1532 0.36 -0.08 -0.27
O 8.9100 21.7841 23.2140 -0.08 0.50 0.33
C 9.8916 22.4752 24.0125 0.23 -1.71 -1.06
C 10.6321 20.8521 21.7943 0.37 0.56 0.48
C 10.9424 20.0219 20.7190 -0.73 0.88 0.30
H 13.4855 8.8674 23.3962 -0.03 -0.25 -0.07
H 13.2549 10.5306 23.8780 -0.12 0.15 -0.47
H 14.5277 10.1084 22.6722 -0.46 -0.12 0.28
H 14.3015 11.9662 21.6870 0.39 0.10 0.17
H 14.0628 13.7474 19.9048 0.29 0.22 0.24
H 10.3722 12.1008 18.7296 -0.06 -0.23 -0.14
H 10.6979 10.1907 20.4347 -0.27 0.23 -0.14
H 11.4702 14.7675 21.0185 -0.02 0.14 -0.15
H 10.5620 17.3188 21.2916 -0.32 0.38 1.12
H 9.6329 21.2568 18.3894 0.06 -0.02 -0.60
H 9.4548 21.8710 15.6924 -0.25 0.54 -0.29
H 11.0929 21.9786 12.8281 -0.43 0.00 0.50
H 9.9925 23.9209 11.9780 -0.10 -0.15 0.03
H 7.3328 25.8740 10.6919 -0.59 0.66 -0.20
H 8.6995 24.8060 10.3634 -0.28 0.37 0.14
H 8.7052 25.7426 11.8620 -0.87 -0.42 -0.17
H 6.1956 21.9367 12.4618 0.30 0.09 0.15
H 7.3936 20.0844 13.7078 -0.29 0.05 -0.27
H 10.9694 13.3978 11.5433 -0.83 0.25 0.08
H 11.3389 11.3745 10.1836 0.28 0.25 0.22
H 14.8976 8.8657 9.0091 0.01 0.56 0.13
H 15.5464 9.4965 10.5420 -0.39 0.08 -0.39
H 15.4181 10.5944 9.1676 0.32 0.38 -0.46
H 15.4207 11.2951 11.6095 -0.91 0.43 -0.24
H 14.9453 13.3298 12.8967 0.66 0.16 0.43
H 13.3044 11.8534 14.4271 -0.31 0.41 0.39
H 12.8394 11.7105 17.1068 0.11 0.06 -0.44
H 12.6425 15.6108 10.9161 -0.66 0.74 0.52
H 10.8629 17.7477 10.6406 0.17 -0.31 0.69
H 7.8286 19.0363 19.7351 0.38 0.57 0.56
H 7.2054 20.5385 21.7229 0.70 -0.02 -0.13
H 9.3257 22.8101 24.8478 -0.19 0.26 0.82
H 10.3163 23.3293 23.4908 0.12 0.03 -0.21
H 10.6973 21.7496 24.2989 -0.60 0.77 0.02
H 11.4436 21.4147 22.3140 -0.84 -0.63 -0.45
H 11.9270 19.9251 20.3249 0.74 -0.08 0.10
C 11.6192 19.6150 13.5849 -1.44 0.54 1.00
C 9.4594 18.3430 13.2983 0.26 -0.99 -1.10
C 8.8234 18.6950 11.9522 -1.29 -0.41 0.37
C 7.7903 17.9890 11.4785 0.49 0.47 -0.59
C 7.3178 16.8058 12.1790 1.09 0.61 1.67
C 6.5373 15.8712 11.5768 -0.44 0.28 -1.00
Br 6.0796 16.0261 9.7456 -0.25 0.09 -0.37
C 6.1188 14.7404 12.1864 0.45 -1.40 1.15
C 6.6401 14.4682 13.4508 -0.50 -0.35 -0.38
Br 6.3759 12.6938 14.0677 -0.08 0.08 -0.01
C 7.4126 15.3629 14.1787 -0.73 0.08 -0.92
O 7.8516 15.0127 15.4364 0.03 -0.01 0.70
C 7.7626 16.5770 13.5423 0.75 1.05 -0.05
N 8.5656 17.5372 14.2202 0.05 -0.16 -0.70
H 11.7031 19.6552 12.5271 0.48 -0.07 -0.94
H 12.0532 18.6968 14.0030 -0.05 0.50 -0.24
H 12.0674 20.4794 14.0423 0.48 0.35 0.15
H 9.2201 19.5145 11.3740 0.13 0.05 0.01
H 7.3676 18.1988 10.4734 0.35 -0.07 0.94
H 5.5708 13.9768 11.6637 -0.13 -0.03 -0.04
I 7.0410 18.4041 16.1105 -0.21 -0.04 -0.51
I 5.0802 18.8587 18.0084 0.06 0.07 0.10
Cl 7.6305 15.7188 18.3905 0.18 -0.34 -0.23
Si 6.9883 14.6120 16.8032 -0.40 0.60 -0.37
Cl 7.2227 12.6711 17.3524 0.20 0.08 0.08
Cl 5.0123 15.0200 16.4708 0.38 -0.13 0.11